Entry 1:
The following is a DFT calculation (ωB97M-V/def2-TZVPD) of C29H46InP2S as an isolated structure in a non-equilibrium geometry.

```
79
Properties=species:S:1:pos:R:3:lowdin_charge:R:1
In -0.54205 0.78671 -0.87352 0.821
C -0.47672 -2.66399 1.98660 -0.116
C 0.81228 -3.14066 1.62625 -0.113
C 1.08334 -1.49573 3.20625 -0.140
C -0.30866 -1.64057 2.96098 -0.134
C 1.77396 -2.41382 2.37272 -0.117
C -1.76317 -3.18201 1.47854 0.008
H -1.75229 -3.28622 0.38287 0.088
H -2.58859 -2.51461 1.75185 0.089
H -1.98984 -4.17705 1.89634 0.120
C -1.39015 -0.85130 3.57964 0.005
H -2.32298 -1.42722 3.60656 0.094
H -1.58099 0.07768 3.02076 0.090
H -1.12795 -0.56844 4.60757 0.098
C 1.70460 -0.54223 4.14507 -0.009
H 1.06588 -0.38719 5.02428 0.096
H 1.86824 0.43873 3.67295 0.077
H 2.67793 -0.91626 4.48708 0.094
C 3.23839 -2.62010 2.32740 0.007
H 3.54469 -3.48992 2.92983 0.118
H 3.76653 -1.74439 2.72219 0.090
H 3.58157 -2.79911 1.29991 0.091
C 1.10078 -4.23911 0.68315 0.014
H 1.17681 -5.20900 1.20031 0.121
H 2.05466 -4.07153 0.16590 0.095
H 0.30930 -4.33106 -0.07038 0.093
C -1.82677 1.04365 -2.53898 -0.345
C -2.17724 -0.28476 -3.17661 -0.436
C -1.21180 -1.44348 -2.94890 -0.266
C 0.26095 -1.02930 -3.20905 -0.189
C 0.85280 -0.15513 -2.08468 -0.362
C 1.44371 1.18049 -2.56436 -0.424
C 0.44496 2.32824 -3.04946 -0.183
C -0.94459 1.89188 -3.54436 -0.196
H -1.46075 -2.27616 -3.63131 0.114
H 0.34571 -0.52426 -4.18832 0.121
H -1.31439 -1.84780 -1.92467 0.078
H -0.81708 1.37522 -4.50978 0.112
H -2.70651 1.62830 -2.23675 0.056
H -2.19681 -0.11925 -4.27694 0.061
H -1.51395 2.80970 -3.76191 0.117
H 0.33552 3.08084 -2.24908 0.103
H 1.99403 0.93139 -3.49424 0.115
H 0.96436 2.84227 -3.87585 0.129
H 0.87092 -1.94584 -3.28802 0.113
H 1.56810 -0.73441 -1.48875 0.059
P -4.13392 -1.08707 -3.58427 0.949
C -5.08694 0.20942 -2.70407 -0.346
C -4.11362 -2.25756 -2.16673 -0.358
P 4.28637 1.29315 -2.06991 0.874
C 2.53089 1.77363 -1.59683 -0.372
C 4.39783 -0.27141 -1.09515 -0.321
C 5.17161 2.42652 -0.92006 -0.321
H -4.53582 0.64151 -1.86185 0.026
H -6.01400 -0.25562 -2.34712 0.033
H -5.33789 1.00003 -3.41959 0.034
H -3.78151 -3.23453 -2.53337 0.029
H -5.13472 -2.35251 -1.78268 0.032
H -3.44578 -1.93121 -1.36038 0.018
H 4.96792 3.46159 -1.22307 0.037
H 6.24587 2.23618 -1.03711 0.035
H 4.87803 2.27465 0.12621 0.038
H 2.50435 2.87351 -1.62600 0.081
H 2.35663 1.46932 -0.55200 0.015
H 4.35982 -0.08914 -0.01301 0.031
H 5.35942 -0.73287 -1.35426 0.032
H 3.60236 -0.96917 -1.38288 0.014
S 0.42988 1.56133 1.31812 0.662
C -0.57995 2.61889 2.24481 -0.687
C -0.43273 2.61492 3.65358 -0.138
C -1.23682 3.41744 4.45033 -0.083
C -2.16318 4.28858 3.86281 -0.079
C -2.27451 4.34379 2.46567 -0.075
C -1.50135 3.51029 1.65896 -0.114
H 0.32708 1.96279 4.09362 0.080
H -1.13122 3.36788 5.53692 0.110
H -2.78585 4.92563 4.49127 0.107
H -2.97019 5.04776 2.00831 0.110
H -1.58482 3.51914 0.57063 0.089
```

Values from the calculation:
**Gap between HOMO and LUMO (spin up / spin down)**: 4.19 / 4.20 eV
**E_HOMO (spin up / spin down)**: -10.04 / -10.04 eV
**Total charge**: +1

***

Entry 2:
The following is a DFT calculation (ωB97M-V/def2-TZVPD) of C29H46LaP2S as an isolated structure in a non-equilibrium geometry.

```
79
Properties=species:S:1:pos:R:3:lowdin_charge:R:1
La 1.25937 -0.08458 2.26747 1.845
C 2.27286 -2.67989 1.82870 -0.271
C 3.22438 -1.77705 1.30012 -0.266
C 2.83723 -1.22713 3.53302 -0.414
C 2.02594 -2.36023 3.18355 -0.331
C 3.55364 -0.84345 2.33501 -0.378
C 1.70245 -3.83472 1.09553 -0.013
H 1.46325 -3.60018 0.05575 0.062
H 0.77242 -4.18225 1.55334 0.088
H 2.39094 -4.69523 1.06982 0.113
C 0.98891 -3.01923 4.02577 -0.022
H 1.00791 -4.09451 3.80810 0.097
H -0.03151 -2.67124 3.80352 0.091
H 1.18961 -2.85026 5.08544 0.090
C 2.54107 -0.29844 4.66750 -0.081
H 2.37155 -0.89834 5.57008 0.108
H 1.59718 0.36626 4.58935 0.042
H 3.39396 0.37891 4.80328 0.103
C 3.95804 0.54957 2.05933 -0.082
H 4.80505 0.82646 2.69027 0.113
H 3.18688 1.34240 2.31201 0.060
H 4.23083 0.67252 1.00479 0.102
C 3.62316 -1.70436 -0.12994 -0.024
H 4.69093 -1.45142 -0.24691 0.105
H 3.03569 -0.94597 -0.68446 0.064
H 3.45554 -2.67629 -0.62738 0.093
C -1.65105 -1.50104 -1.13475 -0.109
C -0.66856 -2.28501 -1.63234 -0.107
C 0.60038 -1.92008 -2.38840 -0.184
C 0.77679 -0.46920 -2.88012 -0.235
C 1.03344 0.62162 -1.88792 -0.144
C 0.14942 1.38072 -1.18138 -0.229
C -1.27469 1.11191 -0.79376 -0.193
C -1.98575 -0.09160 -1.50902 -0.231
H 0.57111 -2.58609 -3.26372 0.115
H -0.10283 -0.20782 -3.49373 0.007
H 1.52618 -2.18023 -1.83267 0.078
H -1.79374 0.01516 -2.59597 -0.011
H -2.27753 -1.90248 -0.31171 0.109
H -0.74014 -3.37632 -1.41989 0.106
H -3.07278 0.02658 -1.30074 0.122
H -1.42003 0.98072 0.29918 0.080
H 0.55153 2.31609 -0.76399 0.070
H -1.85124 2.03848 -1.01182 0.107
H 1.67121 -0.46374 -3.54437 0.124
H 2.11646 0.83774 -1.72273 0.098
P -1.59298 1.17364 -4.35877 0.792
C -3.28364 0.65749 -4.75741 -0.266
C -0.73757 0.92527 -5.93824 -0.264
P -0.20618 3.68030 -3.21003 0.856
C -1.70571 2.96990 -4.09092 -0.547
C 0.75683 4.01437 -4.75473 -0.304
C -0.87721 5.38611 -3.11647 -0.319
H -3.99231 1.01868 -4.00456 0.047
H -3.32255 -0.43888 -4.80551 0.052
H -3.52893 1.07680 -5.73581 0.040
H -1.37685 1.34926 -6.71659 0.042
H -0.62670 -0.15379 -6.09642 0.050
H 0.24694 1.40063 -5.95932 0.026
H -1.20359 5.69740 -4.11619 0.042
H -0.08069 6.04984 -2.77040 0.037
H -1.72013 5.42166 -2.42300 0.036
H -2.60574 3.19030 -3.49811 0.054
H -1.81278 3.44410 -5.07472 0.047
H 1.50592 4.76985 -4.49708 0.038
H 0.07386 4.42508 -5.51093 0.042
H 1.25017 3.11361 -5.13648 0.018
S -1.23684 0.68428 3.60891 0.427
C -2.12617 -0.17637 4.78838 -0.750
C -3.54177 -0.32839 4.80194 -0.108
C -4.17616 -0.92143 5.88708 -0.088
C -3.42232 -1.43793 6.94379 -0.092
C -2.02058 -1.36976 6.92514 -0.091
C -1.38175 -0.76778 5.84764 -0.162
H -4.10955 0.00409 3.93613 0.099
H -5.26281 -1.01315 5.92870 0.109
H -3.89737 -1.91555 7.78702 0.098
H -1.40520 -1.78538 7.73634 0.108
H -0.28510 -0.73101 5.79738 0.068
```

Values from the calculation:
**Gap between HOMO and LUMO**: 6.46 eV
**E_HOMO**: -9.75 eV
**Total charge**: +1

***

Entry 3:
The following is a DFT calculation (ωB97M-V/def2-TZVPD) of C29H46N5O2OsSi as an isolated structure in a non-equilibrium geometry.

```
84
Properties=species:S:1:pos:R:3:lowdin_charge:R:1
Os 0.83140 -0.63170 0.55209 1.422
C -1.24201 1.60659 0.93956 -0.181
C -1.68959 0.61828 2.00677 -0.155
N -0.84058 -0.61116 2.04001 -0.158
C -1.66981 -1.85042 2.12399 -0.173
C -2.77830 -1.92222 1.05998 -0.202
N -2.36196 -1.43118 -0.22014 -0.068
C -2.86678 -0.23791 -0.82494 -0.201
C -1.72362 0.65639 -1.29712 -0.175
N -0.69897 0.92253 -0.25930 -0.163
H -2.07844 2.26159 0.67558 0.131
H -0.44726 2.22912 1.33127 0.098
H -1.68690 1.11107 2.98061 0.132
H -2.71134 0.30955 1.82365 0.088
H -0.26997 -0.58193 2.87455 0.099
H -0.98354 -2.68688 2.00516 0.099
H -2.13038 -1.91109 3.11608 0.124
H -3.07328 -2.97359 1.00017 0.122
H -3.67143 -1.39053 1.39903 0.114
H -2.06864 -2.14432 -0.86352 0.071
H -3.49718 -0.43723 -1.70057 0.124
H -3.50505 0.30172 -0.12105 0.113
H -1.21019 0.18294 -2.13530 0.117
H -2.13886 1.61023 -1.64401 0.122
H -0.02266 1.55716 -0.67382 0.071
C 5.41863 2.41540 0.14254 -0.031
O 4.21813 1.64618 0.25642 -0.123
C 3.35271 1.77972 -0.79522 -0.259
C 3.26459 0.76913 -1.74090 -0.003
C 2.37827 0.86616 -2.79845 -0.055
C 1.57405 1.99195 -2.93207 -0.077
C 1.64140 2.99953 -1.98508 -0.030
C 2.50668 2.88600 -0.90271 -0.175
N 2.52998 3.95579 0.03640 0.138
C 2.66710 4.00554 1.34971 0.001
C 2.65028 3.05017 2.35763 -0.126
C 3.14419 3.49037 3.62663 -0.028
C 3.26878 2.63911 4.67583 -0.073
C 2.88404 1.28606 4.50202 -0.041
C 2.35794 0.82914 3.32893 -0.020
C 2.16289 1.70385 2.21914 -0.338
O 1.54530 1.35464 1.16664 -0.210
H 5.94768 2.30216 1.08567 0.100
H 5.20248 3.47189 -0.03055 0.089
H 6.03692 2.03976 -0.67474 0.100
H 3.90277 -0.09522 -1.62006 0.117
H 2.31737 0.06514 -3.52247 0.117
H 0.89774 2.08605 -3.77008 0.112
H 1.01266 3.87793 -2.07173 0.123
H 2.48597 4.86405 -0.40287 0.164
H 2.84499 5.02213 1.68808 0.147
H 3.44786 4.52617 3.72697 0.119
H 3.65948 2.97697 5.62433 0.109
H 3.00636 0.59666 5.32884 0.116
H 2.08301 -0.21259 3.20413 0.084
C -0.15954 -6.35444 -0.61024 -0.185
Si -0.47404 -4.92346 -1.76938 0.406
C -2.29866 -4.82159 -2.18421 -0.187
C 0.52937 -5.11041 -3.33369 -0.184
C 0.00235 -3.37206 -0.91716 -0.204
C 0.31209 -2.34210 -0.33909 -0.320
H -0.42296 -7.30519 -1.07873 0.034
H -0.75170 -6.25364 0.30147 0.029
H 0.89264 -6.40234 -0.32242 0.028
H -2.60681 -5.67076 -2.79793 0.035
H -2.52701 -3.91190 -2.74511 0.027
H -2.91272 -4.82843 -1.28047 0.026
H 0.34505 -6.07826 -3.80493 0.034
H 1.59779 -5.03528 -3.12227 0.026
H 0.27543 -4.33145 -4.05522 0.031
C 3.59802 -2.86215 -0.54996 -0.030
C 3.39322 -2.32867 0.88154 -0.659
C 4.66637 -1.64938 1.39930 -0.035
C 2.96315 -3.44605 1.83335 -0.042
N 2.34846 -1.32699 0.87224 -0.152
H 3.44879 -3.94040 -0.58090 0.083
H 4.60856 -2.64347 -0.89661 0.082
H 2.88093 -2.41973 -1.24139 0.056
H 5.50440 -2.34447 1.34292 0.094
H 4.54654 -1.33384 2.43720 0.079
H 4.89679 -0.76874 0.79741 0.068
H 3.72596 -4.22566 1.86063 0.093
H 2.02667 -3.88620 1.48846 0.071
H 2.83190 -3.06080 2.84579 0.079
```

Values from the calculation:
**Gap between HOMO and LUMO (spin up / spin down)**: 6.33 / 6.37 eV
**E_HOMO (spin up / spin down)**: -9.76 / -9.79 eV
**Total charge**: +1

***

Sequential energy above the lowest of the compared OMol25 structures with the same formula, charge and spin output: 77.10, 14.65, 27.19 kcal/mol
Sequential total energy output: -65395.6233, -61083.5111, -52702.3180 eV